# 1
18
Properties=species:S:1:pos:R:3 method="wB97M-V/def2-TZVPD" spin_multiplicity=3 e_lumo_ev="-3.66 / -7.32" total_charge=+1 gap_ev="5.97 / 8.29" homo_ev="-9.629 / -15.609"
C 0.180 -0.318 -0.156
C -0.484 1.302 0.993
C 0.327 -1.627 -0.791
C -1.914 -0.895 0.880
C 1.892 1.402 -0.816
N -0.840 -0.028 0.621
N 0.913 0.772 0.047
H -0.893 2.228 0.513
H -0.068 1.548 1.965
H 0.125 -2.454 -0.209
H 1.333 -1.746 -1.156
H -0.426 -1.533 -1.565
H -2.661 -0.776 0.193
H -1.525 -1.895 0.746
H -2.311 -0.719 1.893
H 2.267 2.227 -0.330
H 1.419 1.750 -1.698
H 2.667 0.763 -1.130


# 2
19
Properties=species:S:1:pos:R:3 method="wB97M-V/def2-TZVPD" e_lumo_ev=-3.28 total_charge=+1 gap_ev=10.67 homo_ev=-13.949
N 0.152 -1.162 -2.615
C -0.711 -0.311 -2.095
N -0.458 0.506 -1.123
C 0.819 0.528 -0.408
C 0.756 -0.313 0.871
C 0.304 0.515 2.100
C -1.215 0.391 2.195
O -1.893 0.507 1.190
H 1.042 -1.402 -2.230
H 0.045 -1.445 -3.576
H -1.643 -0.267 -2.608
H -1.203 0.742 -0.472
H 0.951 1.567 -0.121
H 1.672 0.249 -0.967
H 0.158 -1.188 0.668
H 1.689 -0.764 1.130
H 0.482 1.581 1.925
H 0.767 0.143 2.993
H -1.716 0.121 3.142


# 3
19
Properties=species:S:1:pos:R:3 method="wB97M-V/def2-TZVPD" smiles="C=C[C@@H](O)/C(N)=[NH+]/C" e_lumo_ev=-3.46 total_charge=+1 gap_ev=11.02 homo_ev=-14.475
C 2.426 -0.302 -0.863
C 2.153 -0.168 0.401
C 0.817 0.661 0.773
O 0.930 1.985 0.372
C -0.394 0.049 0.127
N -0.365 -1.305 0.118
N -1.472 0.780 -0.035
C -2.694 0.164 -0.395
H 3.290 -0.614 -1.346
H 1.660 -0.044 -1.591
H 2.893 -0.507 1.180
H 0.682 0.430 1.890
H 1.804 2.392 0.311
H 0.456 -1.779 0.359
H -1.241 -1.715 -0.160
H -1.347 1.851 0.008
H -3.460 0.895 -0.685
H -3.126 -0.592 0.231
H -2.453 -0.360 -1.254


# 4
19
Properties=species:S:1:pos:R:3 method="wB97M-V/def2-TZVPD" smiles="C=CC[C@H]([NH3+])C(N)=O" e_lumo_ev=-3.50 total_charge=+1 gap_ev=10.60 homo_ev=-14.098
C -2.740 -0.965 -0.236
C -1.453 -1.273 -0.290
C -0.393 -0.338 -0.854
C 0.646 0.073 0.178
N 0.024 0.227 1.495
C 1.547 1.272 -0.147
N 2.680 0.937 -0.817
O 1.191 2.385 0.131
H -2.967 0.091 0.017
H -3.583 -1.565 0.046
H -1.060 -2.291 -0.160
H 0.009 -0.720 -1.787
H -1.033 0.472 -1.234
H 1.263 -0.840 0.236
H -0.701 0.964 1.543
H 0.632 0.551 2.258
H -0.470 -0.606 1.825
H 3.094 0.028 -0.959
H 3.313 1.598 -1.246


# 5
19
Properties=species:S:1:pos:R:3 method="wB97M-V/def2-TZVPD" e_lumo_ev=-2.73 total_charge=+1 gap_ev=10.91 homo_ev=-13.634
C -0.162 -0.701 3.096
C 0.881 0.023 2.281
C 0.622 0.042 0.802
C -0.227 0.765 -0.012
N -0.086 0.328 -1.310
C 0.689 -0.749 -1.298
N 1.166 -0.877 -0.052
H 0.161 -1.391 3.887
H -0.671 -0.038 3.822
H -0.964 -1.215 2.580
H 1.902 -0.335 2.441
H 0.849 1.067 2.596
H -0.613 1.733 0.265
H -0.796 0.752 -1.997
H 1.015 -1.409 -2.083
H 1.669 -1.742 0.134
H -2.303 0.733 -3.845
H -2.549 1.711 -2.604
O -2.005 0.996 -2.973


# 6
19
Properties=species:S:1:pos:R:3 method="wB97M-V/def2-TZVPD" smiles="C[C@@H]1OC=N[C@H]1C[NH3+]" e_lumo_ev=-3.20 total_charge=+1 gap_ev=10.94 homo_ev=-14.132
C -0.448 1.246 -2.132
C 0.095 0.088 -1.313
O -0.619 -1.124 -1.630
C -1.136 -1.592 -0.522
N -0.935 -0.946 0.556
C -0.140 0.234 0.214
C 1.092 0.177 1.135
N 0.562 -0.354 2.418
H -1.499 1.413 -1.907
H -0.354 1.020 -3.190
H 0.115 2.148 -1.914
H 1.149 -0.089 -1.557
H -1.701 -2.508 -0.577
H -0.725 1.134 0.433
H 1.566 1.150 1.261
H 1.825 -0.528 0.738
H 0.190 0.384 3.020
H 1.233 -0.914 2.948
H -0.271 -0.939 2.017


# 7
19
Properties=species:S:1:pos:R:3 method="wB97M-V/def2-TZVPD" smiles="C[NH2+][C@@]1(C)CNC1=O" e_lumo_ev=-3.51 total_charge=+1 gap_ev=10.55 homo_ev=-14.062
C -1.617 -1.130 -0.755
N -0.812 0.090 -0.810
C 0.402 0.061 0.021
C 1.504 -0.757 -0.630
C 0.788 1.511 0.456
N 0.177 1.292 1.756
C -0.041 -0.029 1.686
O -0.452 -0.952 2.297
H -2.702 -0.947 -1.138
H -1.214 -1.951 -1.257
H -1.879 -1.590 0.124
H -1.335 0.865 -0.432
H -0.574 0.435 -1.832
H 1.585 -0.553 -1.648
H 1.387 -1.745 -0.588
H 2.473 -0.429 -0.129
H 1.772 1.775 0.647
H 0.424 2.212 -0.318
H 0.114 1.844 2.550


# 8
19
Properties=species:S:1:pos:R:3 method="wB97M-V/def2-TZVPD" spin_multiplicity=3 e_lumo_ev="-5.38 / -9.35" total_charge=+1 gap_ev="4.05 / 4.99" homo_ev="-9.434 / -14.342"
C -1.107 -0.399 0.157
C -0.032 -1.411 0.011
C 1.909 -0.431 1.234
C 1.903 -0.320 -1.037
C -1.995 1.854 0.282
N 1.338 -0.739 0.144
N -0.892 0.846 0.175
O -3.148 1.385 -0.395
H -2.013 -0.927 0.028
H -0.174 -2.208 0.879
H 0.123 -2.016 -0.887
H 1.534 -0.798 2.196
H 2.755 0.294 1.277
H 1.174 0.316 -1.582
H 2.843 0.226 -0.770
H 2.208 -1.136 -1.897
H -2.143 2.135 1.287
H -1.498 2.648 -0.161
H -2.784 0.680 -0.941


# 9
20
Properties=species:S:1:pos:R:3 method="wB97M-V/def2-TZVPD" smiles="CC(C)[C@H](C)N=[N+]([O-])[O-]" e_lumo_ev=3.99 total_charge=-1 gap_ev=8.05 homo_ev=-4.062
C 1.613 0.455 -0.950
C 0.119 0.346 -0.480
C 0.045 1.364 0.653
C -0.073 -1.146 0.100
C -1.493 -1.408 0.728
N 0.932 -1.284 1.097
N 1.199 -2.481 1.445
O 2.059 -2.790 2.288
O 0.589 -3.418 0.876
H 2.128 -0.120 -0.346
H 1.842 1.530 -0.937
H 1.676 0.083 -2.045
H -0.619 0.282 -1.295
H 0.597 0.994 1.366
H -1.006 1.371 0.910
H 0.438 2.341 0.134
H 0.200 -1.924 -0.581
H -1.868 -0.629 1.500
H -2.241 -1.309 -0.031
H -1.301 -2.442 1.129


# 10
21
Properties=species:S:1:pos:R:3 method="wB97M-V/def2-TZVPD" e_lumo_ev=-6.27 total_charge=+1 gap_ev=7.17 homo_ev=-13.441
C 0.510 0.226 0.028
C 1.283 -1.003 -0.021
C 0.577 0.966 1.247
C -0.098 0.750 -1.171
C 1.802 -1.556 -1.232
N -3.194 -1.369 0.830
N -2.884 -1.288 1.984
O -2.318 -0.073 2.511
O 1.904 -1.373 1.142
O -2.986 -0.452 -0.090
H 1.547 0.810 1.856
H -0.127 0.484 1.878
H 0.327 2.033 1.079
H -0.142 1.810 -1.246
H -1.063 0.270 -1.243
H 0.293 0.346 -2.068
H -2.459 -0.094 3.466
H 1.307 -1.429 -2.182
H 2.660 -2.164 -1.416
H 2.267 -2.248 1.082
H -3.441 -0.732 -0.847


Values for energy above the lowest of the compared OMol25 structures with the same formula, charge and spin, kJ/mol, ordered as above
266.6, 109.5, 215.6, 188.7, 66.7, 107.2, 300.6, 529.4, 287.1, 673.3